1.
C6H13NO2 | ωB97M-V with the def2-TZVPD basis set

```
22
Properties=species:S:1:pos:R:3:forces:R:3
C 2.139 -0.708 -0.448 0.1 0.0 0.0
C -0.051 2.061 0.105 -0.3 -0.2 0.8
C 1.783 -1.086 -1.666 0.1 -0.1 0.0
O 1.680 -1.331 0.666 0.0 -0.3 -0.2
H 1.839 -0.816 1.460 0.0 0.2 0.1
H 2.839 0.106 -0.291 0.0 0.1 0.1
H 2.196 -0.597 -2.529 0.1 0.1 -0.1
H -0.307 2.806 -0.628 -0.1 0.3 -0.4
H 0.904 1.620 -0.159 0.1 -0.1 -0.1
H 0.043 2.548 1.083 0.1 -0.1 -0.2
H -0.505 -0.170 -1.380 -0.1 0.1 -0.1
H 1.122 -1.920 -1.829 -0.2 -0.2 0.0
C -1.502 -1.363 1.124 0.4 -0.1 -0.1
C -0.882 -0.009 1.295 -0.3 0.0 -0.3
C -1.142 0.985 0.164 0.2 0.4 0.0
N -1.367 0.281 -1.088 0.0 -0.1 -0.2
O -0.226 0.294 2.264 0.2 0.1 0.1
H -1.626 0.937 -1.817 0.0 -0.1 0.1
H -2.094 1.471 0.432 0.1 -0.1 0.1
H -2.319 -1.336 0.422 -0.2 -0.1 -0.2
H -1.802 -1.743 2.079 -0.2 -0.2 0.6
H -0.723 -2.031 0.741 -0.1 0.1 -0.1
```
Positions in Å, forces in eV/Å.

Results
net charge	0
energy above the lowest of the compared OMol25 structures with the same formula, charge and spin	157.7	kJ/mol
2S+1	1
E_LUMO	0.909	eV
maximum force	0.88	eV/Å
SMILES	CC(=O)[C@@H](C)N.C=CO
E_tot	-12017.0910	eV
frontier orbital gap	0.3725	Eh
highest occupied orbital energy	-9.23	eV

2.
C6H13NO2 | ωB97M-V with the def2-TZVPD basis set

```
22
Properties=species:S:1:pos:R:3:forces:R:3
C 0.665 0.441 -0.794 4.9 0.0 1.2
C -1.613 -0.351 -0.046 0.8 -1.0 1.6
C 0.157 -0.392 0.342 -4.4 0.7 -0.7
C -2.020 -1.424 -1.036 0.2 -0.2 -0.1
N 0.360 0.117 1.669 0.4 0.2 -0.3
C 2.313 0.510 -0.559 -1.6 0.3 -0.3
C 2.925 1.327 0.297 -0.3 0.1 -0.7
O 0.145 1.731 -0.895 -0.6 0.5 0.5
O -2.286 -0.492 1.228 -0.1 -0.7 -0.2
H 0.066 2.140 -0.007 0.2 -0.4 -0.8
H -2.572 -1.413 1.365 0.3 0.5 -0.2
H 0.582 -0.089 -1.744 -0.5 0.2 0.1
H -2.065 0.582 -0.410 1.2 0.2 0.1
H 0.539 -1.413 0.296 -0.3 0.0 -0.2
H -0.077 1.029 1.779 -0.1 -0.4 0.3
H -0.008 -0.517 2.374 -0.1 0.3 -0.3
H 2.900 -0.166 -1.178 -0.1 0.2 -0.1
H -3.104 -1.604 -1.020 0.2 0.1 0.1
H -1.506 -2.369 -0.827 -0.1 0.0 -0.1
H -1.772 -1.114 -2.056 0.1 -0.1 0.1
H 2.370 1.982 0.963 0.0 0.0 -0.1
H 4.000 1.485 0.260 -0.1 -0.4 0.3
```
Positions in Å, forces in eV/Å.

Results
net charge	0
energy above the lowest of the compared OMol25 structures with the same formula, charge and spin	310.3	kJ/mol
2S+1	1
E_LUMO	0.810	eV
maximum force	5.02	eV/Å
SMILES	C=C[C@H](O)[C@@H](N)[C@@H](C)O
E_tot	-12015.5086	eV
frontier orbital gap	0.3444	Eh
highest occupied orbital energy	-8.56	eV

3.
C6H13NO2S | ωB97M-V with the def2-TZVPD basis set

```
23
Properties=species:S:1:pos:R:3:forces:R:3
C 1.143 -1.572 -1.076 -2.8 -0.2 -1.1
C 0.287 -0.796 -0.100 0.4 2.6 -0.3
C -1.876 0.844 1.067 1.7 4.0 -2.2
C -0.581 2.615 -0.321 2.4 -0.3 0.5
C 1.761 -2.810 -0.516 1.3 1.4 2.3
C -0.414 1.458 0.655 -0.2 -2.5 0.0
N 0.532 0.471 0.053 -1.2 -1.8 -0.8
O 2.827 2.354 -0.557 -0.5 1.2 -0.5
O 3.209 0.427 0.798 -0.6 -0.3 -1.2
S 2.701 0.936 -0.479 1.6 -0.4 2.0
H 0.348 -2.040 -1.792 1.2 1.4 0.5
H 1.747 -0.795 -1.565 -0.1 -1.2 -0.2
H -0.609 -1.228 0.341 0.0 -0.2 0.0
H -1.722 0.201 1.872 -0.5 -1.1 1.4
H -2.348 1.850 1.273 -0.1 -1.5 0.7
H -2.455 0.481 0.204 0.6 -0.4 0.3
H 0.362 3.206 -0.343 -0.6 -0.4 -0.2
H -1.308 3.222 0.127 -1.3 1.2 0.0
H -0.799 2.296 -1.335 -0.3 -0.1 0.0
H 2.379 -3.290 -1.247 0.1 -0.6 -0.3
H 2.440 -2.432 0.343 -1.0 -1.3 -1.0
H 0.906 -3.411 -0.178 0.8 -0.3 0.2
H 0.183 1.701 1.555 -0.9 0.6 -0.1
```
Positions in Å, forces in eV/Å.

Results
net charge	0
energy above the lowest of the compared OMol25 structures with the same formula, charge and spin	204.2	kJ/mol
2S+1	1
E_LUMO	0.479	eV
maximum force	4.85	eV/Å
E_tot	-22851.1761	eV
frontier orbital gap	0.3626	Eh
highest occupied orbital energy	-9.39	eV

4.
C6H13NO3 | ωB97M-V with the def2-TZVPD basis set

```
23
Properties=species:S:1:pos:R:3:forces:R:3
C 2.627 0.223 0.451 -4.6 0.5 1.8
C -1.380 1.752 0.399 3.1 -1.6 -3.7
C -0.096 -1.447 0.785 -1.0 -2.6 2.4
C 0.637 -1.576 -1.477 1.6 0.8 -0.3
C 0.130 1.433 0.779 -1.6 -0.1 1.3
C 0.908 0.579 -0.136 1.9 -0.6 -0.2
N 0.116 -0.731 -0.401 -1.8 0.8 -2.8
O 3.366 0.517 -0.417 2.5 0.4 -2.8
O 2.597 -0.079 1.622 0.6 -0.7 0.8
O 1.057 1.146 -1.345 -1.3 0.7 -1.1
H -1.340 2.160 -0.710 -0.4 -1.2 2.0
H -1.684 2.550 0.942 -1.2 2.2 2.0
H -1.986 0.886 0.541 -1.0 -0.4 -0.2
H 0.918 -1.559 1.109 0.4 -0.6 1.0
H -0.618 -0.816 1.509 0.0 -0.4 -0.1
H -0.619 -2.488 0.709 0.9 2.0 -0.3
H 1.129 -2.463 -1.244 0.4 -1.6 1.7
H -0.016 -1.835 -2.235 -2.1 -0.2 -1.1
H 1.421 -1.102 -1.992 0.9 1.3 -0.5
H 0.239 0.861 1.771 -0.2 2.0 -0.9
H 0.508 2.459 0.673 0.9 -0.6 0.9
H -0.773 -0.380 -0.800 0.3 -0.1 0.4
H 1.966 0.967 -1.550 1.7 0.1 -0.5
```
Positions in Å, forces in eV/Å.

Results
net charge	0
energy above the lowest of the compared OMol25 structures with the same formula, charge and spin	348.7	kJ/mol
2S+1	1
E_LUMO	0.345	eV
maximum force	5.13	eV/Å
SMILES	CC[C@@](O)(C(=O)[O-])[NH+](C)C
E_tot	-14063.0156	eV
frontier orbital gap	0.3150	Eh
highest occupied orbital energy	-8.23	eV

5.
C6H13NO3 | ωB97M-V with the def2-TZVPD basis set

```
23
Properties=species:S:1:pos:R:3:forces:R:3
C -1.669 -0.273 -0.207 -0.2 0.0 -0.2
C -0.227 -0.774 -0.031 -0.5 0.5 0.0
C -0.210 -2.290 0.142 0.0 -0.1 0.1
C 0.687 -0.310 -1.188 0.2 0.0 0.3
O 0.023 -0.365 -2.424 -0.2 0.0 -0.2
C 1.148 1.106 -0.797 -0.1 -0.1 0.1
N 1.170 1.052 0.655 -1.1 -1.2 0.8
C 0.388 -0.050 1.173 3.0 -0.5 0.2
O 0.512 -0.508 2.298 -0.7 1.0 -1.3
H -1.718 0.817 -0.338 0.0 -0.2 0.0
H -2.120 -0.734 -1.095 0.1 0.1 0.2
H -2.269 -0.550 0.671 0.2 0.1 -0.2
H -0.527 -2.775 -0.791 0.0 0.2 0.2
H 0.798 -2.650 0.390 -0.3 0.1 0.0
H -0.899 -2.595 0.941 0.3 0.1 -0.2
H 1.572 -0.969 -1.205 -0.2 0.1 0.1
H 0.667 -0.462 -3.131 0.0 0.0 0.0
H 2.137 1.343 -1.209 -0.2 0.0 0.1
H 0.419 1.849 -1.157 0.2 -0.2 -0.1
H 0.147 2.788 1.753 -2.3 -1.0 1.8
H 1.961 1.356 1.208 -0.2 -0.1 -0.1
O -0.585 2.487 2.422 1.9 1.1 -1.5
H -1.405 2.507 1.920 0.0 0.1 -0.1
```
Positions in Å, forces in eV/Å.

Results
net charge	0
energy above the lowest of the compared OMol25 structures with the same formula, charge and spin	106.7	kJ/mol
2S+1	1
E_LUMO	0.481	eV
maximum force	3.08	eV/Å
SMILES	CC1(C)C(=O)NC[C@@H]1O.O
E_tot	-14065.5231	eV
frontier orbital gap	0.3670	Eh
highest occupied orbital energy	-9.51	eV

6.
C6H13NO3 | ωB97M-V with the def2-TZVPD basis set

```
23
Properties=species:S:1:pos:R:3:forces:R:3
C -0.072 1.655 -0.736 -0.3 -0.5 0.2
C -1.068 1.522 -1.884 0.3 0.3 0.0
C -0.768 1.619 0.623 0.1 0.3 -0.1
C 0.981 0.566 -0.841 1.2 1.0 0.1
O 1.794 0.535 0.256 -0.3 0.1 -0.5
O 1.214 -0.076 -1.828 -0.3 -0.4 0.0
H 2.474 -0.154 0.126 -0.3 0.0 -0.1
H 0.470 2.603 -0.823 0.1 -0.1 0.0
H -0.550 1.572 -2.838 -0.1 0.0 -0.1
H -1.386 2.506 0.724 -0.2 0.1 0.1
H -1.582 0.568 -1.829 -0.1 -0.2 0.0
H -1.804 2.323 -1.840 0.0 0.0 0.0
H -1.414 0.749 0.700 -0.1 -0.2 0.0
H -0.045 1.603 1.433 0.0 0.0 0.1
C -0.329 -2.309 0.041 1.5 -0.5 0.5
C 0.830 -1.907 1.006 -1.2 -1.2 -0.3
N 0.415 -1.405 2.192 0.3 0.1 0.1
O 1.994 -2.171 0.777 0.0 0.3 -0.1
H 1.113 -1.169 2.879 -0.1 0.0 0.0
H -0.549 -1.256 2.409 -0.2 0.1 -0.1
H -1.227 -1.740 0.178 -0.4 0.4 0.0
H -0.534 -3.365 0.255 -0.1 0.2 0.0
H 0.042 -2.270 -0.980 -0.1 0.2 0.0
```
Positions in Å, forces in eV/Å.

Results
net charge	0
energy above the lowest of the compared OMol25 structures with the same formula, charge and spin	0.0	kJ/mol
2S+1	1
E_LUMO	0.731	eV
maximum force	1.68	eV/Å
SMILES	CC(C)C(=O)O.CC(N)=O
E_tot	-14066.6292	eV
frontier orbital gap	0.3944	Eh
highest occupied orbital energy	-10.00	eV

7.
C6H13NO3 | ωB97M-V with the def2-TZVPD basis set

```
23
Properties=species:S:1:pos:R:3:forces:R:3
C 1.767 -1.306 0.886 0.3 0.3 0.0
C 0.551 -0.607 0.263 -0.7 -1.3 -0.9
C -0.161 -1.617 -0.662 -0.2 -0.1 -0.1
N -0.300 -0.172 1.369 -0.1 0.5 0.0
C -1.490 0.566 0.992 -0.4 0.0 -0.2
C -1.088 1.922 0.465 0.3 0.4 0.3
O -0.062 1.877 -0.525 0.5 -1.6 -0.6
C 0.997 0.603 -0.574 2.8 4.0 2.4
O 2.135 1.003 -0.625 -2.9 -1.4 -0.6
H 2.273 -0.643 1.600 -0.1 -0.1 -0.4
H 1.434 -2.187 1.451 -0.1 0.2 -0.2
H 2.470 -1.634 0.110 -0.1 0.1 0.3
H -0.523 -2.462 -0.060 0.2 0.1 -0.1
H -1.042 -1.186 -1.156 0.3 0.0 0.0
H 0.527 -1.992 -1.432 -0.2 0.1 0.2
H -0.540 -0.971 1.947 0.2 0.0 -0.1
H -2.128 0.058 0.245 0.2 0.0 0.2
H -2.105 0.718 1.889 0.1 0.0 -0.2
H -1.947 2.445 0.025 0.1 -0.1 0.1
H -0.676 2.519 1.291 -0.2 -0.1 -0.1
H -0.260 1.810 -1.935 2.2 -3.0 -1.5
O 0.366 1.011 -2.704 -1.7 1.8 1.7
H -0.197 0.246 -2.859 -0.3 0.1 -0.2
```
Positions in Å, forces in eV/Å.

Results
net charge	0
energy above the lowest of the compared OMol25 structures with the same formula, charge and spin	367.9	kJ/mol
2S+1	1
E_LUMO	0.643	eV
maximum force	5.42	eV/Å
E_tot	-14062.8159	eV
frontier orbital gap	0.3737	Eh
highest occupied orbital energy	-9.52	eV

8.
C6H13NO3Si | ωB97M-V with the def2-TZVPD basis set

```
24
Properties=species:S:1:pos:R:3:forces:R:3
C 0.161 1.259 1.030 0.6 -3.4 -1.2
C -0.373 -1.323 -0.088 1.8 -2.1 1.5
C 1.810 -0.212 0.458 -2.5 0.7 3.5
C 1.205 -1.461 -0.100 -1.4 1.8 -2.9
C -2.765 0.077 0.853 1.4 1.8 -0.2
C -1.161 1.294 -1.678 3.2 1.8 0.6
N 2.286 0.781 -0.422 2.2 -0.2 -0.6
O 3.060 1.607 0.022 0.1 0.6 0.4
O 1.997 0.719 -1.614 -0.6 -0.1 0.2
O 1.456 -2.572 0.646 1.1 -1.4 1.4
Si -1.075 0.353 -0.071 -1.4 0.7 1.6
H 0.134 1.311 2.093 0.2 0.0 0.6
H 0.454 2.109 0.505 1.1 1.6 -0.3
H -0.767 -1.966 -0.851 -0.4 -0.6 -0.2
H -0.512 -1.838 0.963 -0.6 1.1 -1.9
H 2.274 -0.426 1.498 -0.1 1.3 -2.1
H 1.593 -1.575 -1.168 -0.5 0.1 1.1
H -2.515 -0.314 1.850 -0.2 0.6 0.0
H -3.340 1.058 0.846 0.3 -1.6 0.2
H -3.229 -0.745 0.364 -0.9 -0.4 -0.6
H -2.029 1.214 -2.256 -1.4 0.3 -0.7
H -0.648 2.375 -1.653 -1.8 -2.0 0.2
H -0.363 0.821 -2.244 0.1 -0.4 -0.4
H 2.349 -2.547 1.019 -0.1 -0.2 -0.3
```
Positions in Å, forces in eV/Å.

Results
net charge	0
energy above the lowest of the compared OMol25 structures with the same formula, charge and spin	755.1	kJ/mol
2S+1	1
E_LUMO	-0.773	eV
maximum force	4.36	eV/Å
E_tot	-21937.4632	eV
frontier orbital gap	0.3203	Eh
highest occupied orbital energy	-9.49	eV

9.
C6H13NO6S | ωB97M-V with the def2-TZVPD basis set

```
27
Properties=species:S:1:pos:R:3:forces:R:3
C -1.379 -0.740 -0.906 3.0 -1.6 -0.5
C -0.037 -1.440 -0.323 -1.9 0.2 -0.6
C -1.135 0.574 -1.487 -2.4 2.8 1.4
C 0.284 -0.879 1.067 0.9 1.8 1.2
C -0.301 1.523 0.640 -1.5 -2.9 -1.0
C 1.531 -1.525 1.692 0.3 -2.3 -1.6
N 0.629 0.559 0.929 -2.5 0.1 1.1
O 1.603 3.281 1.287 0.4 -0.4 0.3
O 1.103 2.949 -1.103 -0.1 -0.2 1.1
O -2.027 -1.622 -1.796 -0.4 -0.2 0.1
O 1.012 -1.536 -1.285 -0.4 1.2 0.8
O -2.312 1.240 -2.034 1.7 -0.9 0.8
O 2.003 -0.871 2.794 3.3 -0.2 -1.0
S 0.455 3.188 0.412 -1.1 0.7 -0.2
H -1.913 -0.647 -0.018 -1.9 0.0 1.4
H -0.311 -2.453 -0.220 -0.7 -1.3 0.5
H -0.379 0.702 -2.189 1.4 0.1 -1.2
H -0.567 -0.942 1.934 1.5 0.0 -2.5
H -1.331 1.259 1.120 1.8 1.4 -0.8
H 2.398 -1.690 0.951 -1.4 0.7 0.9
H 1.236 -2.552 1.987 0.0 0.1 -0.3
H 1.496 0.817 0.585 2.5 -0.1 -0.5
H 0.363 2.518 -1.534 -0.4 -0.3 -0.8
H -1.684 -1.480 -2.685 0.0 0.0 0.1
H 0.991 -0.657 -1.673 0.7 0.0 -0.5
H -3.038 1.012 -1.446 -0.2 0.0 0.0
H 1.308 -0.588 3.301 -2.6 1.2 2.1
```
Positions in Å, forces in eV/Å.

Results
net charge	0
energy above the lowest of the compared OMol25 structures with the same formula, charge and spin	282.5	kJ/mol
2S+1	1
E_LUMO (alpha / beta)	-0.160 / -0.173	eV
maximum force	3.94	eV/Å
E_tot	-31037.4060	eV
frontier orbital gap (alpha / beta)	0.2750 / 0.2885	Eh
highest occupied orbital energy (alpha / beta)	-7.64 / -8.02	eV

10.
C6H13NS | ωB97M-V with the def2-TZVPD basis set

```
21
Properties=species:S:1:pos:R:3:forces:R:3
C 2.066 -1.360 -0.559 0.1 -1.0 2.2
C 1.478 -0.073 -0.817 -2.2 2.8 -1.8
C -0.088 -0.265 -1.245 3.5 2.6 -0.8
C -0.496 0.356 0.031 1.4 -0.5 5.2
C -0.817 -0.484 1.304 1.6 -1.8 -0.3
C -1.504 1.526 -0.080 3.8 -4.3 -6.8
H 1.961 -2.036 -1.403 0.2 -0.4 0.3
H 1.529 -1.616 0.451 1.2 -0.9 -2.3
H 3.085 -1.127 -0.317 0.9 -0.7 0.2
H 2.105 0.625 -1.521 -1.1 -1.3 1.0
H -0.233 -1.261 -1.295 -1.0 -3.3 -0.4
H -0.272 0.219 -2.219 -0.5 0.0 0.7
H 0.200 -1.138 1.487 -3.5 1.0 -0.1
H -1.777 -1.029 1.358 0.6 -0.1 -0.3
H -0.856 0.240 2.114 0.2 0.1 0.2
H -1.499 2.144 0.643 0.9 4.7 4.7
H -1.036 1.845 -1.061 -1.5 1.2 0.9
H -3.382 1.668 1.588 0.0 -1.7 -3.8
H 1.587 0.160 1.315 -1.8 1.0 -1.9
N 1.105 0.596 0.442 -0.7 1.6 -0.6
S -3.156 1.010 -0.215 -2.0 1.1 3.7
```
Positions in Å, forces in eV/Å.

Results
net charge	0
energy above the lowest of the compared OMol25 structures with the same formula, charge and spin	606.1	kJ/mol
2S+1	1
E_LUMO	-0.897	eV
maximum force	8.90	eV/Å
E_tot	-18751.9954	eV
frontier orbital gap	0.2716	Eh
highest occupied orbital energy	-8.29	eV